[1]
Molecular formula: C33H29IrN7O5S2
Method: DFT, ωB97M-V/def2-TZVPD

## Properties
HOMO energy (spin up / spin down): -13.42 / -13.41 eV
Expectation value of S²: 0.759
Relative energy (zero: lowest compared OMol25 entry of this formula, charge and spin): 25.3 kJ/mol
Kohn-Sham gap (spin up / spin down): 6.804 / 4.762 eV

```
! RIJCOSX wB97M-V def2-TZVPD def2/J DEFGRID3
* xyz 2 2
Ir -0.19561 0.00116 -0.51739
N 2.77095 -1.68938 2.05289
C 1.85447 -1.56549 1.12017
N 1.25412 -0.42472 0.86036
C 1.57236 0.73023 1.58293
N 0.98872 1.87029 1.33592
N 0.05313 1.72845 0.36661
C -0.76952 2.64808 0.00985
C -1.64496 2.33281 -1.12829
C -2.45604 3.27009 -1.72672
C -3.13160 2.92733 -2.89794
C -2.95592 1.67158 -3.44288
C -2.14236 0.75858 -2.78194
N -1.53689 1.06787 -1.64295
C 2.56920 0.62637 2.62299
C 2.94123 1.72070 3.41452
C 3.89655 1.56255 4.39116
C 4.49450 0.31457 4.59740
C 4.13914 -0.77594 3.83264
C 3.17300 -0.61144 2.84744
H 3.19726 -2.59381 2.19882
H 1.59794 -2.44001 0.54253
H -0.76298 3.61539 0.49688
H -2.54115 4.26007 -1.30072
H -3.77165 3.65132 -3.38367
H -3.43502 1.38521 -4.36762
H -1.98216 -0.23964 -3.16535
H 2.46431 2.67492 3.24345
H 4.18586 2.40377 5.00490
H 5.24374 0.19902 5.36864
H 4.59845 -1.74278 3.99509
C -7.50029 -1.83558 3.46472
C -6.04851 -1.64193 3.14361
C -5.10920 -2.62374 3.45113
C -3.76353 -2.43752 3.17918
C -3.36020 -1.24631 2.59014
C -4.27546 -0.24281 2.27863
C -5.61107 -0.45188 2.55171
S -1.66767 -0.98388 2.27432
O -0.91395 -2.13232 2.68337
O -1.26233 0.33240 2.66702
N -1.57483 -0.91184 0.59844
C -1.72674 -2.04186 -0.21632
C -2.53820 -3.15903 -0.14410
C -2.43419 -4.06810 -1.18812
C -1.54987 -3.85694 -2.24348
C -0.74768 -2.72765 -2.23746
N -0.85398 -1.86796 -1.22605
H -7.72134 -2.87320 3.70513
H -8.13074 -1.52862 2.63056
H -7.77882 -1.22452 4.32539
H -5.43448 -3.54402 3.91881
H -3.03125 -3.19283 3.43139
H -3.93657 0.69033 1.84607
H -6.33280 0.32086 2.31861
H -3.22188 -3.30034 0.68056
H -3.05151 -4.95644 -1.18114
H -1.47340 -4.56799 -3.05292
H 0.00029 -2.50184 -2.98927
C 6.29180 3.63642 -4.22469
C 5.28068 2.61975 -3.78273
C 5.39972 1.97777 -2.55181
C 4.48446 1.01747 -2.15511
C 3.43393 0.70465 -3.00541
C 3.29103 1.32311 -4.24261
C 4.21443 2.27930 -4.61786
S 2.26707 -0.49230 -2.52179
O 1.68161 -1.12781 -3.66381
O 2.81784 -1.32883 -1.48822
O 1.13288 0.41202 -1.89010
H 6.95514 3.92185 -3.41090
H 5.80346 4.53319 -4.60603
H 6.90419 3.23314 -5.03314
H 6.23006 2.22455 -1.90258
H 4.59226 0.50205 -1.21037
H 2.48073 1.03929 -4.90032
H 4.11985 2.76276 -5.58216
*
```

[2]
Molecular formula: C33H29N4O3PSW
Method: DFT, ωB97M-V/def2-TZVPD

## Properties
HOMO energy (spin up / spin down): -12.66 / -12.67 eV
Expectation value of S²: 2.022
Relative energy (zero: lowest compared OMol25 entry of this formula, charge and spin): 0.0 kJ/mol
Kohn-Sham gap (spin up / spin down): 4.862 / 4.998 eV

```
! RIJCOSX wB97M-V def2-TZVPD def2/J DEFGRID3
* xyz 2 3
W 12.02467 12.14478 9.68820
C 18.28869 10.30617 10.17512
C 17.86143 10.53041 8.88302
C 16.70752 11.30510 8.68532
C 16.02466 11.75313 9.78491
C 16.48629 11.53516 11.11937
C 17.66494 10.83650 11.31394
P 14.41980 12.47480 9.53982
C 13.55705 11.44169 8.28000
C 13.57743 11.80233 6.90151
C 13.25307 10.85724 5.90472
C 12.81698 9.57899 6.24473
C 12.97348 9.15111 7.56826
C 13.50214 10.06250 8.53141
C 14.59416 14.11099 8.87375
C 15.72426 14.72710 8.32783
C 15.64752 16.10430 7.93741
C 14.46309 16.78794 7.99245
C 13.30386 16.13559 8.52142
C 12.03725 16.72412 8.54725
C 10.89772 16.08118 9.02784
C 10.99727 14.82691 9.60406
C 12.21803 14.11804 9.52027
C 13.36599 14.79857 8.94420
H 19.11225 9.65690 10.40589
H 18.39572 10.10327 8.03945
H 16.35123 11.56467 7.69369
H 15.86695 11.96121 11.92689
H 18.09637 10.69744 12.26626
H 13.95871 12.75669 6.55385
H 13.22877 11.17818 4.85825
H 12.40810 8.84813 5.51906
H 12.79731 8.12103 7.91029
H 14.05674 9.60842 9.38105
H 16.67954 14.24087 8.19702
H 16.57234 16.53260 7.49592
H 14.42646 17.84873 7.69503
H 11.90168 17.70460 8.12534
H 9.91627 16.62652 9.07557
H 10.11983 14.42658 10.14003
N 6.51171 6.50996 6.72432
C 6.84917 7.75481 7.20865
C 7.16117 7.89842 8.56938
C 7.79908 9.06998 9.04780
C 7.98523 10.12029 8.19279
C 7.48988 10.06665 6.92006
C 6.98143 8.89893 6.40216
S 8.31880 11.78962 8.74152
O 7.28011 12.25743 9.57930
O 8.54498 12.55808 7.52782
N 10.03776 11.47583 9.45027
C 10.06679 11.02693 10.76391
N 8.97564 10.70120 11.43055
C 8.90256 10.83718 12.73110
C 9.92722 11.44180 13.45405
C 11.12046 11.60514 12.76593
N 11.26731 11.29993 11.40032
H 6.95440 5.74074 7.23460
H 6.70402 6.43023 5.72076
H 6.99584 7.04494 9.21339
H 8.14758 9.14902 10.06096
H 7.52745 10.99909 6.39121
H 6.68766 8.85398 5.36583
H 7.95465 10.44996 13.12162
H 9.89299 11.81571 14.46351
H 11.99863 11.96982 13.26388
C 10.88644 4.73546 8.69970
O 10.92617 3.62626 9.65014
H 11.85948 5.25467 8.82156
H 10.12943 5.49502 8.97411
H 10.74861 4.38420 7.64693
H 9.99913 3.32917 9.77162
*
```

[3]
Molecular formula: C33H29N9O4SScSe
Method: DFT, ωB97M-V/def2-TZVPD

## Properties
HOMO energy: -9.52 eV
Relative energy (zero: lowest compared OMol25 entry of this formula, charge and spin): 304.0 kJ/mol
Kohn-Sham gap: 6.769 eV

```
! RIJCOSX wB97M-V def2-TZVPD def2/J DEFGRID3
* xyz 1 1
Sc 0.05613 -0.49624 -0.40055
C 2.05940 -2.70156 0.96471
N 2.12108 -1.24356 0.76010
C 2.23352 -0.54996 2.06832
C 1.36922 0.68809 2.08369
C 1.72727 2.43034 0.43618
C 0.81919 3.49228 0.94455
C -0.12571 2.98332 2.01179
C -0.79394 1.63989 2.21759
N 0.12765 0.50488 2.26005
C 3.25039 -0.90809 -0.11408
C 2.98895 -1.35998 -1.52396
C 4.03950 -1.54851 -2.40788
C 3.75725 -1.84785 -3.72614
C 2.43022 -1.94347 -4.11967
C 1.44744 -1.74675 -3.17446
N 1.70820 -1.48370 -1.88502
C 0.69753 -3.09806 1.46213
C 0.50537 -4.19790 2.28444
C -0.77851 -4.49827 2.70126
C -1.82591 -3.68311 2.29755
C -1.54918 -2.60600 1.48052
N -0.30913 -2.32175 1.06104
H 2.83106 -3.01995 1.67540
H 2.27091 -3.20076 0.01746
H 3.27758 -0.31509 2.28627
H 1.85456 -1.21354 2.84369
H 2.62791 2.76960 -0.07550
H 0.70359 4.46715 0.49818
H -0.71325 3.81442 2.38698
H -1.18297 1.69881 3.24161
H 4.18619 -1.34049 0.26185
H 3.37961 0.17650 -0.11005
H 5.05705 -1.43733 -2.05821
H 4.55746 -1.98584 -4.44074
H 2.15905 -2.14807 -5.14505
H 0.40460 -1.76541 -3.45692
H 1.35481 -4.79132 2.59519
H -0.95784 -5.34740 3.34726
H -2.84237 -3.86851 2.61354
H -2.31969 -1.92334 1.14727
Se -6.75470 1.15127 -3.35860
N -5.72746 1.85875 -2.07005
C -4.75208 1.01417 -1.85475
C -3.71136 1.21763 -0.85931
C -3.63550 2.44216 -0.07849
C -2.79402 2.49800 0.94868
C -2.02737 1.26152 1.36677
N -1.69768 0.40561 0.22643
C -2.71665 0.29971 -0.70650
C -2.66684 -0.86665 -1.59562
N -1.59628 -1.67516 -1.46766
C -1.54716 -2.81344 -2.15529
C -2.54297 -3.19235 -3.04256
C -3.59950 -2.32295 -3.24932
C -3.66853 -1.13808 -2.52707
C -4.74885 -0.16572 -2.68235
N -5.70916 -0.29401 -3.55299
H -4.24167 3.28797 -0.37182
H -2.70042 3.41115 1.52257
H -2.68101 0.68119 2.04221
H -0.67334 -3.43335 -1.98939
H -2.47102 -4.13562 -3.56397
H -4.38658 -2.54970 -3.95729
C 2.54867 5.25596 2.90635
C 1.94110 3.96355 3.43577
C 1.30274 3.13100 2.35391
N 2.01618 1.93360 1.81342
H 3.01161 5.83493 3.70445
H 1.78974 5.88768 2.44145
H 3.31091 5.04947 2.15316
H 1.21427 4.17246 4.22270
H 2.71665 3.34637 3.89469
O -0.04453 0.65157 -2.20812
S 0.92685 1.76254 -2.01657
O 2.20799 1.52813 -2.60223
O 1.13234 1.39841 -0.37789
O 0.37145 3.06877 -2.05507
*
```

Results for F_max: 1.9, 3.9, 1.2 (in eV/Å, following the order of the records).